Density functional theory data (ωB97M-V/def2-TZVPD) for a cluster of 2 separate species, C4H12NO in total in a non-equilibrium geometry.

Positions of all 18 atoms, in Å:
1 C -1.9327 -0.1032 -2.2591
2 C -0.4645 -0.1567 -1.8916
3 C -0.2181 -0.6048 -0.4861
4 C -0.0902 0.2909 0.4718
5 N 0.1986 -0.1065 1.8430
6 H -2.5131 -0.9956 -1.9840
7 H -2.4282 0.6162 -1.5800
8 H -2.2079 0.1919 -3.2656
9 H 0.0978 -0.8249 -2.5504
10 H -0.0566 0.8484 -2.0197
11 H -0.0912 -1.6570 -0.2711
12 H -0.2470 1.3451 0.3795
13 H -0.5785 0.1523 2.4459
14 H 1.1004 0.3654 2.1986
15 H 0.3930 -1.1050 1.8926
16 H 3.1166 1.2564 1.9774
17 H 3.3006 -0.0879 2.6407
18 O 2.6209 0.5751 2.4582

lowest unoccupied orbital energy = -0.1206 hartree
charge = +1
HOMO-LUMO gap = 0.4086 Ha

=====

Density functional theory data (ωB97M-V/def2-TZVPD) for a structure of composition C5H6O2.

Positions of all 13 atoms, in Å:
1 O 0.7436 0.3055 -0.8070
2 C 1.7651 -0.1382 0.1251
3 C 1.0538 -0.5263 1.3623
4 C -0.1467 -0.6331 1.4970
5 C -1.4153 -0.4781 0.7978
6 C -0.9847 0.2810 -0.5081
7 O -0.9967 1.5788 -0.4671
8 H 0.2264 1.4000 -0.6712
9 H 2.4782 0.6820 0.2446
10 H 2.2888 -0.9900 -0.3194
11 H -2.1419 0.1717 1.2960
12 H -1.8858 -1.4366 0.5552
13 H -1.2691 -0.2373 -1.4363

lowest unoccupied orbital energy = 0.0072 hartree
HOMO-LUMO gap = 0.3619 Ha

=====

Going through the records in order, we get ΔE to the lowest compared entry with this formula, charge and spin values of 1.014; 5.554 eV.